Entry 1
C3H8O2S | ωB97M-V with the def2-TZVPD basis set

```
14
Properties=species:S:1:pos:R:3
C -0.10 -0.49 -2.22
C 1.34 -0.38 0.46
C -0.95 0.06 1.72
O -0.17 1.68 -0.21
O -0.78 0.47 -2.77
S -0.31 0.22 -0.04
H -0.68 -1.40 -2.30
H 1.33 -1.02 1.30
H 1.76 -1.01 -0.22
H 1.84 0.57 0.67
H -0.30 -0.80 2.03
H -0.59 0.96 2.06
H -2.02 -0.10 1.95
H -0.36 1.26 -2.42
```

The value obtained for the HOMO-LUMO gap (alpha / beta) is 6.93 / 8.64 eV. The HOMO energy (alpha / beta) comes out at -6.12 / -9.50 eV. Its multiplicity is 3. The LUMO energy (alpha / beta) comes out at 0.81 / -0.86 eV.

Results of the natural (NBO) charge analysis, in e, for atoms 1 through 4:
1 C 0.003
2 C -0.816
3 C -0.797
4 O -1.001

---

Entry 2
C3H8O2S | ωB97M-V with the def2-TZVPD basis set

```
14
Properties=species:S:1:pos:R:3
C 1.54 -1.40 0.05
C 0.62 1.11 -0.41
C 0.45 -0.29 0.25
O -3.03 0.66 0.70
O -2.23 0.26 -0.50
S -1.26 -0.91 -0.37
H 2.53 -1.09 0.54
H 1.07 -2.30 0.64
H 1.65 -1.74 -1.01
H 1.46 1.51 0.03
H -0.19 1.62 -0.12
H 0.70 1.27 -1.54
H 0.36 -0.05 1.28
H -3.68 1.35 0.46
```

The value obtained for the HOMO-LUMO gap (alpha / beta) is 6.97 / 6.57 eV. The HOMO energy (alpha / beta) comes out at -6.04 / -8.82 eV. Its multiplicity is 3. The LUMO energy (alpha / beta) comes out at 0.94 / -2.25 eV.

Results of the natural (NBO) charge analysis, in e, for atoms 1 through 4:
1 C -0.637
2 C -0.615
3 C -0.328
4 O -0.585

---

Which is most stable? The ranking, best first, is entry 1, entry 2.

---

Entry 1
C18H18N2O2 | ωB97M-V with the def2-TZVPD basis set

```
40
Properties=species:S:1:pos:R:3
C 1.05 -4.03 -0.13
C 0.12 -2.84 -0.30
N -1.02 -2.94 0.41
C -2.31 -2.70 0.11
C -3.30 -3.85 -0.07
O -2.84 -1.57 0.07
O 0.50 -1.87 -0.99
H 0.50 -4.97 -0.06
H 1.73 -4.09 -0.99
H 1.67 -3.94 0.78
H -2.83 -4.85 -0.11
H -4.04 -3.84 0.75
H -3.86 -3.69 -0.99
C 2.27 3.23 -0.73
N 1.26 2.28 -0.24
C 0.16 2.10 -1.03
C -0.03 2.90 -2.17
C -1.17 2.78 -2.95
C -2.15 1.83 -2.60
C -1.98 1.02 -1.50
C -0.82 1.11 -0.68
C -0.60 0.36 0.47
C 0.46 0.60 1.33
C 1.44 1.59 0.95
C 2.52 1.86 1.80
C 2.65 1.20 3.02
C 1.68 0.25 3.42
C 0.61 -0.04 2.59
H 3.19 3.19 -0.15
H 2.53 2.96 -1.76
H 1.91 4.28 -0.73
H 0.73 3.63 -2.45
H -1.31 3.43 -3.81
H -3.05 1.74 -3.20
H -2.72 0.28 -1.20
H -1.31 -0.42 0.71
H 3.27 2.58 1.51
H 3.49 1.43 3.65
H 1.78 -0.24 4.38
H -0.16 -0.75 2.87
```

The value obtained for the HOMO-LUMO gap is 5.23 eV. The HOMO energy comes out at -6.85 eV. The LUMO energy comes out at -1.63 eV.

Results of the natural (NBO) charge analysis, in e, for atoms 1 through 4:
1 C -0.696
2 C 0.672
3 N -0.793
4 C 0.708

---

Entry 2
C18H18N2O2 | ωB97M-V with the def2-TZVPD basis set

```
40
Properties=species:S:1:pos:R:3
C -0.19 3.71 1.01
O 0.69 3.06 0.07
C 0.63 1.65 0.15
C 1.85 0.89 -0.26
C 2.91 1.44 -1.00
C 4.02 0.64 -1.43
C 4.06 -0.69 -1.04
C 2.98 -1.29 -0.33
C 1.88 -0.48 0.05
C 0.74 -1.08 0.92
C -0.74 -0.88 0.51
C -1.76 -1.85 0.98
C -2.90 -2.08 0.17
C -3.87 -3.05 0.52
C -3.73 -3.75 1.71
C -2.62 -3.50 2.53
C -1.65 -2.56 2.22
N -1.21 0.15 -0.18
N -0.48 1.19 -0.69
C -0.69 1.59 -2.01
C 0.01 2.73 -2.77
O -1.50 0.98 -2.73
H 0.21 3.63 2.04
H -0.21 4.78 0.82
H -1.23 3.30 1.00
H 0.40 1.46 1.19
H 2.91 2.50 -1.29
H 4.81 1.04 -2.02
H 4.89 -1.31 -1.34
H 3.00 -2.37 -0.11
H 0.87 -2.15 0.91
H 0.89 -0.76 1.96
H -3.08 -1.57 -0.76
H -4.71 -3.28 -0.14
H -4.41 -4.55 1.93
H -2.49 -4.10 3.43
H -0.80 -2.43 2.91
H -0.31 2.71 -3.82
H -0.26 3.69 -2.32
H 1.09 2.57 -2.79
```

The value obtained for the HOMO-LUMO gap is 8.60 eV. Its SMILES is CO[C@@H]1c2ccccc2CC(c2ccccc2)=NN1C(C)=O. The HOMO energy comes out at -8.19 eV. The LUMO energy comes out at 0.41 eV.

Results of the natural (NBO) charge analysis, in e, for atoms 1 through 4:
1 C -0.265
2 O -0.535
3 C 0.240
4 C -0.100

---

Which is most stable? The ranking, best first, is entry 1, entry 2.